Entry 1:
Computed, not measured: C43H53BaN7O4P as an isolated structure at a distorted geometry, with the ωB97M-V functional and the def2-TZVPD basis.

Results
ΔE to the lowest compared entry with this formula, charge and spin, kcal/mol: 23.7
HOMO-LUMO gap, Ha: 0.210
Net charge: -1
E_tot, Eh: -2721.65642

Last column: Mulliken charge in e.
Cartesian coordinates (Å):
Ba  0.13  -0.74  0.43  1.039
C  0.89  -4.01  -2.46  -0.434
C  2.16  -4.20  -1.62  -0.675
C  2.29  -3.37  -0.33  -1.057
N  1.01  -3.20  0.36  0.778
C  0.42  -4.21  0.92  0.087
C  1.05  -5.47  1.19  -0.778
C  0.53  -6.71  1.51  -0.347
C  -0.77  -7.15  1.64  -0.704
C  -1.88  -6.32  1.54  -0.342
C  -2.00  -4.96  1.44  -0.951
C  -1.01  -3.92  1.42  0.878
N  -1.24  -2.68  1.71  0.551
C  -2.51  -2.29  2.30  -1.775
C  -3.55  -1.73  1.31  -0.156
C  -3.20  -0.38  0.64  -1.257
N  -2.24  -0.52  -0.44  0.316
C  -2.62  -0.71  -1.67  0.404
C  -3.99  -0.86  -2.06  -1.011
C  -4.61  -0.71  -3.27  -0.512
C  -4.11  -0.46  -4.54  -0.698
C  -2.75  -0.44  -4.84  -0.439
C  -1.63  -0.67  -4.07  -0.582
C  -1.45  -0.88  -2.67  0.367
N  -0.32  -1.18  -2.11  0.861
C  0.88  -1.45  -2.90  -0.082
C  0.88  -2.86  -3.48  -0.978
H  0.02  -3.91  -1.80  -0.004
H  0.72  -4.94  -3.01  0.385
H  3.04  -3.98  -2.24  0.479
H  2.23  -5.25  -1.35  0.424
H  2.68  -2.38  -0.56  -0.031
H  3.05  -3.82  0.32  0.430
H  2.13  -5.44  1.07  0.281
H  1.30  -7.47  1.64  0.290
H  -0.93  -8.21  1.80  0.311
H  -2.84  -6.84  1.56  0.312
H  -3.02  -4.60  1.40  0.213
H  -2.30  -1.50  3.04  0.210
H  -2.96  -3.13  2.85  0.570
H  -4.49  -1.60  1.87  0.396
H  -3.75  -2.46  0.52  0.362
H  -2.77  0.27  1.41  0.077
H  -4.11  0.12  0.29  0.571
H  -4.66  -1.06  -1.23  0.276
H  -5.70  -0.81  -3.22  0.310
H  -4.81  -0.31  -5.35  0.308
H  -2.51  -0.26  -5.89  0.283
H  -0.70  -0.68  -4.63  0.272
H  1.75  -1.33  -2.25  0.168
H  1.02  -0.71  -3.70  -0.372
H  1.75  -2.96  -4.14  0.453
H  -0.01  -2.97  -4.11  0.319
C  0.69  -2.68  5.55  -1.101
C  0.61  -2.37  4.18  -0.085
N  0.37  -1.16  3.72  0.469
C  0.18  -0.18  4.62  -0.226
C  0.25  -0.37  5.99  1.065
C  0.52  -1.67  6.46  -0.733
C  0.06  0.76  6.88  -0.961
C  -0.19  1.98  6.40  -1.030
C  -0.30  2.22  4.97  0.958
C  -0.57  3.48  4.43  -0.699
C  -0.65  3.62  3.07  -1.261
C  -0.48  2.48  2.26  -0.409
N  -0.24  1.28  2.75  0.659
C  -0.13  1.15  4.09  -0.074
H  0.89  -3.69  5.85  0.479
H  0.74  -3.15  3.43  0.327
H  0.58  -1.86  7.52  0.404
H  0.13  0.59  7.95  0.376
H  -0.32  2.82  7.07  0.396
H  -0.71  4.33  5.09  0.408
H  -0.85  4.57  2.61  0.461
H  -0.53  2.56  1.18  0.690
N  3.75  0.82  0.53  -0.601
C  2.68  0.47  0.10  0.012
H  4.18  1.54  -0.05  0.386
C  0.80  5.56  -0.22  -1.050
C  2.20  5.03  0.04  1.802
C  3.25  5.80  -0.74  -1.689
C  2.50  5.08  1.53  -1.624
O  2.32  3.62  -0.29  -0.193
P  1.55  2.75  -1.39  0.991
O  2.40  1.50  -1.53  -0.808
O  0.11  2.55  -1.06  -0.459
O  1.80  3.58  -2.74  -0.477
C  0.91  3.47  -3.92  2.071
C  -0.38  4.21  -3.67  -1.791
C  0.68  2.01  -4.23  -1.380
C  1.71  4.13  -5.03  -2.034
H  0.74  6.60  0.12  0.524
H  0.06  4.98  0.32  0.084
H  0.53  5.53  -1.26  0.022
H  3.22  6.86  -0.45  0.431
H  3.09  5.73  -1.81  0.213
H  4.24  5.41  -0.51  0.333
H  2.48  6.11  1.89  0.430
H  3.49  4.67  1.73  0.368
H  1.78  4.50  2.10  0.237
H  -0.92  3.81  -2.82  0.175
H  -1.02  4.12  -4.56  0.530
H  -0.18  5.27  -3.51  0.381
H  0.13  1.49  -3.44  0.017
H  1.62  1.49  -4.38  0.438
H  0.07  1.93  -5.14  0.527
H  1.96  5.16  -4.76  0.438
H  1.12  4.15  -5.95  0.381
H  2.64  3.60  -5.22  0.407

Entry 2:
Computed, not measured: a 3-piece molecular cluster, C43H54BN3O8S2 overall at a distorted geometry, with the ωB97M-V functional and the def2-TZVPD basis.

Results
Structure (SMILES): CCCCCCCCCC1=C(CSCC)C(=O)c2c(B(N)O)cc(CCCCCCCSc3nnco3)cc2C1=O.O=C1C=CC(=O)C=C1.O=C1C=CC(=O)C=C1
HOMO-LUMO gap, Ha: 0.270
Net charge: 0
E_tot, Eh: -3257.90538

Last column: Mulliken charge in e.
Cartesian coordinates (Å):
C  6.41  4.23  1.75  -0.895
C  5.88  5.64  1.11  -0.264
C  6.49  5.72  -0.37  -0.674
C  5.84  6.82  -1.33  -0.647
C  4.23  6.81  -1.40  -0.465
C  3.63  6.46  -2.86  -0.971
C  3.90  4.95  -3.34  -0.722
C  3.72  3.90  -2.15  0.621
C  3.41  2.39  -2.61  -0.971
C  2.18  1.73  -1.80  0.603
C  2.22  1.60  -0.37  0.507
C  3.43  2.06  0.56  -0.400
S  3.82  0.82  1.93  -0.172
C  5.08  -0.31  1.15  -0.228
C  4.78  -1.79  1.76  -0.870
C  0.96  0.93  0.39  -0.354
O  0.56  1.40  1.49  -0.631
C  0.28  -0.29  -0.39  0.526
C  -0.30  -1.56  0.35  0.421
B  -0.21  -1.73  1.98  0.421
N  0.99  -2.46  2.55  -0.586
O  -1.26  -1.15  2.77  -0.565
C  -0.97  -2.67  -0.51  -0.987
C  -1.08  -2.53  -2.08  0.546
C  -1.80  -3.73  -2.84  -0.998
C  -3.34  -3.45  -3.19  -0.792
C  -4.14  -2.81  -1.92  -0.153
C  -4.24  -1.23  -2.21  -0.899
C  -4.29  -0.34  -0.84  0.500
C  -4.12  1.19  -1.29  -0.383
C  -4.31  2.27  -0.11  -0.652
S  -5.47  1.75  1.25  -0.135
C  -4.50  1.83  2.84  0.469
N  -3.77  2.99  3.29  -0.286
N  -3.20  2.57  4.47  -0.335
C  -3.58  1.22  4.75  -0.003
O  -4.42  0.70  3.72  -0.189
C  -0.46  -1.27  -2.79  -0.911
C  0.23  -0.15  -1.96  0.776
C  0.90  1.17  -2.61  -0.016
O  0.50  1.70  -3.68  -0.599
H  5.68  3.95  2.60  0.243
H  6.34  3.37  0.98  0.107
H  7.46  4.31  2.19  0.384
H  4.74  5.58  1.16  0.250
H  6.29  6.46  1.81  0.312
H  6.55  4.66  -0.84  0.278
H  7.61  6.03  -0.24  0.350
H  6.21  7.87  -1.06  0.334
H  6.20  6.58  -2.40  0.264
H  3.71  6.16  -0.62  0.233
H  3.89  7.90  -1.18  0.351
H  2.48  6.56  -2.74  0.325
H  3.90  7.26  -3.65  0.334
H  3.08  4.71  -4.12  0.408
H  4.89  4.83  -3.93  0.311
H  2.92  4.28  -1.42  0.256
H  4.70  3.87  -1.56  -0.649
H  3.28  2.25  -3.74  0.387
H  4.33  1.75  -2.33  0.341
H  4.38  2.32  -0.05  0.018
H  3.13  3.03  1.12  0.299
H  6.16  0.02  1.30  0.324
H  4.86  -0.33  0.03  0.211
H  3.93  -2.24  1.12  0.151
H  5.68  -2.50  1.68  0.386
H  4.43  -1.71  2.85  0.219
H  0.92  -2.48  3.59  0.220
H  1.79  -1.82  2.38  0.029
H  -1.42  -0.23  2.44  0.263
H  -1.39  -3.58  0.05  0.232
H  -1.21  -3.90  -3.83  0.362
H  -1.69  -4.72  -2.25  0.301
H  -3.48  -2.84  -4.15  0.338
H  -3.85  -4.47  -3.39  0.364
H  -3.63  -3.06  -0.93  0.188
H  -5.22  -3.24  -1.99  0.179
H  -3.29  -0.88  -2.76  0.465
H  -5.16  -0.98  -2.85  0.349
H  -5.31  -0.57  -0.36  -0.150
H  -3.41  -0.67  -0.17  -0.077
H  -4.81  1.37  -2.19  0.367
H  -3.04  1.31  -1.67  -0.087
H  -4.77  3.21  -0.59  0.332
H  -3.26  2.56  0.25  0.352
H  -3.31  0.59  5.65  0.342
H  -0.52  -1.17  -3.92  0.319
O  -0.87  -8.29  1.83  -0.559
C  0.14  -7.64  2.05  0.189
C  0.10  -6.17  2.19  -0.260
C  1.20  -5.46  2.43  0.016
C  2.52  -6.12  2.56  0.198
O  3.53  -5.48  2.78  -0.552
C  2.56  -7.59  2.43  -0.410
C  1.46  -8.30  2.19  -0.434
H  -0.88  -5.71  2.09  0.479
H  1.19  -4.38  2.53  0.771
H  3.54  -8.06  2.53  0.421
H  1.47  -9.38  2.09  0.407
O  -9.46  -4.21  2.55  -0.554
C  -8.97  -3.58  1.63  0.357
C  -8.90  -4.15  0.27  -0.413
C  -8.36  -3.47  -0.74  -0.356
C  -7.81  -2.11  -0.54  0.446
O  -7.32  -1.49  -1.46  -0.535
C  -7.88  -1.54  0.82  -0.204
C  -8.42  -2.23  1.83  -0.455
H  -9.31  -5.15  0.14  0.408
H  -8.30  -3.87  -1.74  0.443
H  -7.47  -0.55  0.95  0.413
H  -8.48  -1.82  2.84  0.430

Entry 3:
Computed, not measured: C43H54BN7O2SiTi as an isolated structure at a distorted geometry, with the ωB97M-V functional and the def2-TZVPD basis.

Results
ΔE to the lowest compared entry with this formula, charge and spin, kcal/mol: 16.6
HOMO-LUMO gap (spin up / spin down), Ha: 0.159 / 0.200
Multiplicity: 3
Net charge: 0
E_tot, Eh: -3368.39266

Last column: Mulliken charge in e.
Cartesian coordinates (Å):
Ti  -0.75  -0.40  0.90  -0.311
C  -2.49  0.64  3.78  -1.179
C  -3.22  1.95  3.45  0.108
C  -4.49  1.87  2.67  0.208
C  -4.95  2.92  1.79  -0.643
C  -6.04  2.65  0.96  -0.379
C  -6.71  1.42  1.08  -0.512
C  -6.30  0.55  2.05  -0.297
N  -5.17  0.71  2.78  -0.361
N  -1.09  0.47  3.14  0.660
C  -0.43  -0.66  3.82  -1.456
C  -1.21  -1.91  3.42  1.035
C  -1.25  -3.02  4.27  -1.045
C  -2.09  -4.09  3.94  -0.789
C  -2.96  -3.93  2.85  -0.968
C  -2.89  -2.74  2.15  -0.708
N  -1.86  -1.83  2.23  1.742
C  -0.30  1.73  3.15  -2.334
C  -0.36  2.42  1.84  0.559
C  0.05  3.72  1.69  -0.745
C  -0.40  4.46  0.60  -0.718
C  -1.15  3.81  -0.40  -1.129
C  -1.27  2.41  -0.32  -0.651
N  -0.93  1.70  0.77  2.054
H  -3.01  -0.29  3.51  0.499
H  -2.31  0.61  4.88  0.297
H  -2.59  2.74  2.97  -0.116
H  -3.43  2.49  4.39  0.502
H  -4.44  3.87  1.82  0.408
H  -6.30  3.40  0.19  0.376
H  -7.51  1.12  0.41  0.382
H  -6.84  -0.39  2.26  0.397
H  -0.37  -0.50  4.91  0.505
H  0.65  -0.72  3.48  -0.249
H  -0.58  -3.16  5.12  0.360
H  -2.03  -4.97  4.55  0.433
H  -3.58  -4.75  2.51  0.395
H  -3.70  -2.54  1.40  0.356
H  0.69  1.54  3.46  0.852
H  -0.71  2.44  3.91  0.439
H  0.69  4.17  2.48  0.457
H  -0.15  5.51  0.49  0.477
H  -1.47  4.40  -1.28  0.431
H  -1.83  1.87  -1.08  0.534
C  -3.38  -2.55  -4.35  -1.647
C  -2.75  -1.93  -3.14  1.076
C  -1.78  -0.88  -3.31  -1.146
C  -1.12  -0.44  -2.22  -0.814
N  -1.32  -0.92  -0.95  1.441
C  -2.19  -1.99  -0.83  -0.775
C  -3.04  -2.36  -1.87  -0.905
H  -3.15  -3.61  -4.29  0.367
H  -2.96  -2.15  -5.26  0.290
H  -4.45  -2.40  -4.40  0.415
H  -1.53  -0.45  -4.27  0.321
H  -0.45  0.39  -2.32  0.610
H  -2.16  -2.60  0.07  0.378
H  -3.81  -3.15  -1.62  0.420
N  0.20  -3.31  -5.59  -0.366
N  -0.94  -3.97  -6.18  -0.449
H  1.05  -3.25  -6.18  0.221
H  0.37  -3.76  -4.70  0.171
H  -0.75  -4.88  -6.58  0.232
H  -1.22  -3.40  -6.97  0.203
C  6.75  3.74  -2.80  -1.504
C  5.73  4.34  -1.82  2.119
C  5.19  5.66  -2.41  -1.526
C  6.34  4.72  -0.44  -2.170
C  4.63  3.26  -1.70  0.552
C  3.86  2.98  -2.82  -0.594
C  2.76  2.10  -2.71  -1.791
C  2.39  1.60  -1.48  0.425
O  1.30  0.80  -1.12  -0.367
B  1.52  0.42  0.32  0.048
O  2.60  1.35  0.80  -0.705
C  3.22  1.87  -0.36  0.611
C  4.40  2.63  -0.45  -1.521
H  7.58  4.46  -2.75  0.451
H  6.33  3.66  -3.84  0.329
H  7.11  2.76  -2.53  0.338
H  6.03  6.29  -2.73  0.427
H  4.55  6.29  -1.78  0.362
H  4.54  5.49  -3.29  0.345
H  6.83  5.67  -0.59  0.475
H  7.08  4.04  -0.11  0.382
H  5.57  4.84  0.32  0.504
H  4.10  3.41  -3.79  0.395
H  2.21  1.68  -3.55  0.416
H  5.05  2.74  0.41  0.630
C  2.45  -1.93  -0.90  -1.811
Si  1.46  -1.62  0.72  3.258
C  2.40  -1.66  2.31  -1.915
C  0.89  -3.44  0.71  0.703
C  0.21  -3.88  -0.45  -0.731
C  -0.27  -5.16  -0.53  -0.517
C  -0.29  -6.01  0.57  -0.733
C  0.39  -5.58  1.69  -0.726
C  1.02  -4.32  1.72  -0.104
H  2.98  -2.88  -0.73  0.573
H  3.20  -1.12  -1.01  0.526
H  1.83  -1.99  -1.80  0.186
H  3.22  -2.37  2.13  0.546
H  1.70  -2.10  3.05  0.390
H  2.75  -0.74  2.71  0.415
H  0.18  -3.14  -1.23  0.062
H  -0.70  -5.54  -1.47  0.317
H  -0.86  -6.92  0.56  0.418
H  0.54  -6.29  2.50  0.400
H  1.70  -4.18  2.59  0.195

Entry 4:
Computed, not measured: C43H55AuGeO7 as an isolated structure at a distorted geometry, with the ωB97M-V functional and the def2-TZVPD basis.

Results
ΔE to the lowest compared entry with this formula, charge and spin, kcal/mol: 29.4
HOMO-LUMO gap (spin up / spin down), Ha: 0.203 / 0.137
Multiplicity: 2
Net charge: +1
E_tot, Eh: -4410.47495

Last column: Mulliken charge in e.
Cartesian coordinates (Å):
Au  -0.54  0.08  0.33  3.456
C  -1.30  4.29  -1.38  -1.954
C  -1.34  3.30  -0.21  1.443
C  -0.26  3.64  0.82  -0.975
C  -2.73  3.39  0.46  -1.621
O  -1.17  2.00  -0.69  -0.170
Ge  -0.53  1.32  -2.50  -0.493
O  -1.23  -0.34  -1.74  -0.171
C  -2.43  -0.99  -2.06  1.924
C  -3.40  -0.02  -2.73  -1.937
C  -3.08  -1.53  -0.78  -1.899
C  -2.09  -2.15  -3.01  -1.677
O  1.06  0.85  -1.60  -0.326
C  2.33  1.41  -1.73  1.706
C  2.27  2.86  -2.22  -1.779
C  3.02  1.33  -0.37  -1.186
C  3.12  0.60  -2.78  -1.714
H  -1.39  5.31  -1.02  0.449
H  -2.12  4.08  -2.07  0.397
H  -0.36  4.18  -1.92  0.432
H  -0.56  4.48  1.43  0.452
H  0.68  3.88  0.33  0.138
H  -0.08  2.77  1.46  -0.247
H  -2.91  4.41  0.81  0.508
H  -2.77  2.72  1.31  0.236
H  -3.49  3.12  -0.26  0.328
H  -3.54  0.84  -2.07  0.268
H  -4.36  -0.48  -2.93  0.478
H  -2.98  0.34  -3.67  0.462
H  -3.47  -0.71  -0.19  0.296
H  -2.34  -2.06  -0.17  0.197
H  -3.89  -2.22  -1.01  0.575
H  -1.64  -1.75  -3.92  0.384
H  -2.99  -2.71  -3.28  0.426
H  -1.38  -2.83  -2.54  0.319
H  1.75  3.47  -1.49  0.155
H  1.75  2.90  -3.17  0.456
H  3.28  3.26  -2.35  0.555
H  2.37  1.81  0.37  0.154
H  3.98  1.84  -0.40  0.551
H  3.16  0.29  -0.08  0.079
H  2.64  0.71  -3.75  0.401
H  3.12  -0.46  -2.51  0.227
H  4.14  0.97  -2.83  0.439
C  2.56  -2.80  5.51  -1.636
C  2.32  -1.54  4.67  0.940
C  3.30  -0.43  5.05  -1.784
O  1.00  -1.08  4.85  -0.180
C  0.26  -1.26  3.67  0.637
C  1.35  -1.40  2.59  0.086
O  2.46  -1.85  3.29  -0.208
C  0.87  -2.36  1.45  1.003
O  -0.33  -1.91  1.02  -0.563
C  1.92  -2.38  0.32  0.400
C  1.46  -2.68  -0.95  -0.799
C  2.37  -2.85  -1.98  -0.376
C  3.73  -2.71  -1.76  -1.057
C  4.18  -2.38  -0.49  -0.516
C  3.28  -2.20  0.55  -0.292
C  0.73  -3.80  1.95  0.550
C  1.85  -4.60  2.15  -0.337
C  1.70  -5.93  2.50  -1.000
C  0.43  -6.47  2.66  -0.825
C  -0.69  -5.67  2.48  -0.998
C  -0.54  -4.35  2.12  -0.211
C  -0.76  -0.09  3.44  1.629
O  -0.42  0.67  2.38  -0.602
C  -1.01  0.82  4.66  0.458
C  -1.25  2.17  4.41  -0.260
C  -1.47  3.05  5.45  -0.983
C  -1.45  2.60  6.76  -0.593
C  -1.23  1.25  7.01  -1.118
C  -1.05  0.36  5.97  -0.046
C  -2.19  -0.69  3.38  0.287
C  -2.56  -1.76  4.18  -0.318
C  -3.84  -2.28  4.12  -1.075
C  -4.79  -1.67  3.31  -0.772
C  -4.44  -0.58  2.53  -0.775
C  -3.14  -0.10  2.56  0.421
H  2.43  -2.56  6.56  0.379
H  3.57  -3.17  5.33  0.394
H  1.85  -3.58  5.22  0.353
H  3.08  -0.09  6.06  0.382
H  3.18  0.41  4.36  0.371
H  4.32  -0.80  4.99  0.423
H  -0.28  -2.21  3.72  -0.073
H  1.55  -0.43  2.11  -0.043
H  0.41  -2.81  -1.10  0.209
H  2.00  -3.08  -2.97  0.413
H  4.43  -2.85  -2.56  0.363
H  5.23  -2.25  -0.30  0.478
H  3.65  -1.94  1.53  0.474
H  2.84  -4.20  2.01  0.450
H  2.58  -6.55  2.64  0.487
H  0.32  -7.51  2.91  0.424
H  -1.67  -6.09  2.60  0.491
H  -1.40  -3.71  1.97  0.298
H  -1.23  2.52  3.39  0.241
H  -1.65  4.10  5.23  0.522
H  -1.60  3.29  7.58  0.451
H  -1.20  0.90  8.03  0.491
H  -0.90  -0.68  6.20  0.395
H  -1.87  -2.21  4.87  0.387
H  -4.09  -3.13  4.72  0.525
H  -5.81  -2.04  3.31  0.455
H  -5.17  -0.09  1.91  0.530
H  -2.85  0.74  1.94  -0.101